C30H30AsF6N2O5P2Ta | wB97M-V/def2-TZVPD

```
77
Properties=species:S:1:pos:R:3:forces:R:3:lowdin_charge:R:1
F -2.47110 -1.79767 0.49650 0.0390 0.0356 -0.6180 -0.39
F -4.77733 -2.72288 -2.27991 0.0291 0.0603 0.0390 -0.10
P 1.96948 0.66063 1.18592 0.7538 -1.3863 0.3233 1.15
C 0.94135 -1.65624 4.38802 -0.1352 -0.0566 -0.1930 -0.03
C -3.84709 2.81139 -0.89167 0.0665 -0.0793 0.0153 -0.04
C -4.41566 2.27917 1.46301 -0.2020 -0.3111 0.1370 -0.11
C 4.20778 1.91155 0.09325 -0.0573 0.1457 -0.1133 -0.10
H -0.11281 -5.38570 0.25507 0.0190 -0.0225 0.0017 0.13
H 2.95887 0.60475 5.92979 -0.0170 0.0140 0.0119 0.13
H -3.95206 2.45381 2.43450 -0.0202 0.0649 -0.0126 0.14
C 0.11578 0.79659 -4.83377 -0.0724 -0.0390 -0.0311 -0.03
C 5.56499 2.06937 -0.12129 0.0262 0.0116 0.0995 -0.03
C 0.04859 -3.34331 -0.35148 0.1244 0.0668 -0.0266 -0.12
H 1.13930 -4.72293 -3.78745 -0.0131 -0.0086 -0.0148 0.13
N -3.36286 2.39698 0.43013 0.1370 -0.4645 -0.3924 -0.19
C -1.12891 2.37960 1.48233 0.2533 1.4866 0.4410 -0.48
O -2.21749 1.21070 -1.54722 0.4709 -0.2135 -1.4296 -0.23
H -5.53283 0.67417 0.52509 -0.0045 -0.0490 0.0398 0.12
H -0.21517 -2.95857 0.62572 -0.0779 -0.0517 0.0069 0.08
H 0.55949 -6.27142 -1.95435 0.0158 -0.0141 -0.0068 0.13
H 1.57199 -1.37878 6.42472 0.0436 -0.0640 -0.0085 0.13
P 0.25617 -0.70111 -1.07957 0.5528 -0.4198 0.1097 0.93
O -0.24063 2.81257 2.13397 -0.2041 -0.5089 -0.1533 0.18
H 2.24165 1.35795 -1.65742 0.1012 0.0171 -0.0627 0.06
H 6.70564 -0.47270 1.80796 0.0135 0.0394 0.0324 0.13
O -1.20118 1.06508 1.09996 0.5944 -0.8459 0.2692 -0.25
C -0.16178 0.07115 -3.68938 -0.0150 0.0339 0.0703 -0.11
H 0.44561 -1.66487 2.30316 0.0662 -0.0102 0.0336 0.08
H -5.74056 0.79976 2.27146 0.0356 -0.0989 0.0029 0.15
C 0.98645 -1.16620 3.09818 -0.1512 -0.2628 0.0793 -0.07
C 1.91565 1.93015 -3.70002 -0.0224 0.0879 -0.0522 -0.03
C 6.00319 0.20076 1.33495 0.1257 -0.1749 0.0914 -0.03
F -4.18057 -0.61748 -0.99562 0.9126 -0.2824 0.7194 -0.29
H 0.36597 -2.54489 4.60971 -0.0144 0.0067 0.0038 0.12
F -2.40916 -1.74497 -1.93428 -0.5637 -0.0538 0.8258 -0.28
H -0.97948 -0.64025 -3.68363 0.0230 -0.0293 -0.0756 0.11
H 0.98002 -2.28998 -3.45541 0.0189 -0.0302 -0.0177 0.11
H -3.98254 -0.44758 2.49748 0.2358 -0.1727 -0.0184 0.14
Ta -2.10807 0.07246 -0.16630 -1.8274 -0.3580 1.8130 1.90
C 0.62289 0.26527 -2.54769 -0.1165 -0.1313 0.1298 -0.37
F -4.83964 -2.61342 0.30819 0.1708 0.0359 -0.2760 -0.12
H -5.20534 3.02169 1.32125 0.0882 0.0842 0.0042 0.16
H 1.37631 2.26894 -5.74723 -0.0104 0.0345 0.0042 0.13
As -3.78504 -2.43257 -0.98367 0.0409 -0.1467 -0.6016 0.95
C 4.65021 0.02746 1.56021 -0.0219 -0.0024 -0.1670 -0.07
H -2.53114 3.97979 1.62031 -0.0224 -0.0324 -0.0321 0.17
C -2.87870 2.33967 -1.97962 -0.9270 1.5612 -0.3826 -0.45
O -3.96085 -0.08245 1.60517 0.3120 0.4561 -0.4268 -0.15
C 1.64691 1.20935 -2.54852 -0.0208 -0.1599 0.1566 -0.07
C 0.82170 -4.33393 -2.83002 0.0200 -0.0655 -0.0584 -0.03
C 2.46366 0.61386 3.85065 0.0700 0.1090 0.2257 -0.06
C 0.34705 -2.46605 -1.40088 -0.1272 0.0953 -0.1270 -0.37
O -2.70054 2.84394 -3.02541 0.1725 -0.3961 0.1928 0.25
H -1.78782 3.74992 0.04487 -0.0258 0.0159 0.0305 0.16
C 1.15534 1.71964 -4.84245 0.0607 -0.0289 0.0528 -0.02
H 4.30523 -0.77201 2.20091 0.0095 -0.0057 0.0381 0.11
H 3.03528 1.50873 3.63689 0.0280 -0.0003 0.0348 0.13
H -4.81638 2.35000 -1.09850 0.0128 -0.0118 0.0188 0.16
H 3.51800 2.62099 -0.34685 -0.0307 -0.0135 -0.0304 0.10
H 5.92453 2.86796 -0.75460 -0.0079 0.0316 0.0098 0.13
H 2.71814 2.65473 -3.70824 0.0196 -0.0018 -0.0082 0.12
C 1.78576 -0.05438 2.81765 -0.0690 0.7337 -0.6333 -0.36
H 7.52904 1.37647 0.38952 0.0090 -0.0694 -0.0559 0.13
C 1.64263 -1.01302 5.40909 0.0577 0.0988 0.0024 0.00
C 3.74199 0.88028 0.91312 -0.4140 0.2341 0.2183 -0.36
C -2.24579 3.22206 0.88847 0.0993 -0.1588 -0.1366 -0.04
H -0.47627 0.64048 -5.72484 -0.0092 -0.0010 -0.0099 0.13
N 1.48404 -0.57910 0.08939 -0.3014 0.8745 -0.0100 -0.31
F -3.01703 -3.91205 -0.84721 -0.0858 0.2507 0.0271 -0.12
H -3.96185 3.89328 -0.98920 0.0032 -0.0327 -0.0088 0.17
C 0.50521 -5.20310 -1.79625 -0.0063 0.0298 -0.0001 -0.02
H 2.26959 -1.17799 -0.16248 -0.0081 -0.0665 -0.0104 0.10
C 0.12457 -4.70786 -0.55322 0.0105 0.0286 0.0380 -0.05
C 2.41322 0.11266 5.13681 0.0273 0.1067 -0.0085 -0.02
C 0.73671 -2.96298 -2.64431 -0.0435 0.1289 0.0192 -0.05
C -5.01818 0.88984 1.46149 -0.1018 0.3027 -0.1380 -0.16
C 6.46588 1.22280 0.51510 -0.1229 0.0500 -0.0207 -0.01
```
Positions in Å, forces in eV/Å.

- Kohn-Sham gap (spin up / spin down) (eV) = 6.9953 / 5.6819
- electronic energy (a.u.) = -5220.8548
- energy above the lowest of the compared OMol25 structures with the same formula, charge and spin (kJ/mol) = 106.2
- spin multiplicity = 2
- charge = +3
- max |F| (eV/Å) = 2.6

C28H37BrN13O2S2TeTi | wB97M-V/def2-TZVPD

```
85
Properties=species:S:1:pos:R:3:forces:R:3:lowdin_charge:R:1
C 4.32465 -2.56514 -1.37178 0.0333 0.0702 -0.0032 0.01
H 1.60204 1.28096 -4.03188 -0.0060 -0.0051 -0.0046 0.07
C 1.87816 1.98022 1.70655 0.0458 -0.0534 -0.0623 -0.42
C -2.22692 -2.35492 3.33936 0.0203 -0.0201 -0.0539 -0.06
H -3.67422 0.14609 3.93351 0.0052 0.0186 -0.0006 0.14
H -0.04570 2.47063 1.62638 -0.0059 -0.0018 0.0182 -0.04
N -1.52732 0.51262 1.31259 0.0431 -0.3052 -0.1549 -0.05
H -1.71963 -5.42401 -1.94995 0.0032 -0.0086 0.0033 0.13
N -1.52839 1.82403 -4.39352 -0.0092 -0.0350 0.0402 0.17
H 1.52641 4.83284 1.33272 -0.0593 0.0895 -0.0368 0.07
H -1.00960 -6.17180 -4.20997 0.0015 -0.0015 -0.0002 0.12
H -0.34342 -2.12796 4.25020 0.0125 0.0093 0.0117 0.15
S -3.27838 -0.03412 -1.48775 0.1298 -0.0464 0.1387 0.67
H 1.21494 2.82591 -3.22093 0.0095 0.0004 0.0000 0.08
C -0.52038 7.42593 1.79508 -0.0103 -0.0018 0.0050 -0.42
C -0.47944 1.63472 -3.67437 0.0000 -0.0146 0.0061 -0.36
H -4.31111 -1.92255 3.26827 0.0001 -0.0214 0.0069 0.15
H 0.97304 0.31772 -2.03570 0.0121 0.0294 0.0600 0.10
H -1.64471 1.46460 0.90407 0.1221 0.0296 0.0286 -0.06
C -2.16663 0.69448 -2.52296 -0.1024 0.0083 -0.0002 -0.77
C 3.22728 -3.38796 -1.19107 -0.0457 -0.0218 0.0164 0.00
C 0.64857 6.75895 1.98830 0.0278 -0.0778 -0.0270 -0.20
H 0.17015 -4.61373 -5.71953 -0.0038 -0.0068 0.0010 0.12
N 2.02275 -1.59473 -0.17816 -0.1305 0.0977 -0.0567 0.02
H 0.40764 1.64252 -1.17361 -0.0788 -0.0315 0.0615 -0.05
H 0.86908 2.60477 -4.94434 0.0036 0.0068 0.0024 0.10
O -2.00174 -3.66501 -0.09596 -0.0401 0.1132 0.1563 0.06
N 0.03252 -1.90283 2.20782 0.1075 0.0550 -0.0069 0.02
H -4.54939 -2.53261 1.23865 0.0085 0.0255 -0.0188 0.18
H -0.14618 -2.83529 1.83536 -0.0459 0.0133 -0.0093 0.10
H -2.18730 -0.02928 0.74318 -0.0223 0.2870 -0.0936 -0.02
H -1.98860 1.58083 3.03395 -0.0455 -0.0059 0.0221 0.15
Ti 0.17490 -0.52796 0.42608 -0.8032 -0.3226 0.0688 1.04
N 0.16553 0.68284 -1.52583 -0.0434 0.0822 -0.2024 0.01
C -0.92894 -3.44959 -2.20941 0.0757 0.0969 -0.0425 -0.15
C 4.26961 -1.25746 -0.90765 0.0942 -0.0136 -0.0783 0.03
C 0.11916 -2.99286 -4.31598 -0.0088 0.0200 0.0438 -0.66
C 2.09365 -2.86154 -0.59708 -0.0597 -0.0144 -0.1015 -0.08
H 5.17111 3.83425 1.94731 -0.0026 -0.0006 0.0067 0.13
H 0.01667 0.29840 3.59395 0.0070 -0.0026 -0.0116 0.11
H 3.23702 -4.42098 -1.50837 -0.0122 0.0026 -0.0029 0.13
N 0.73893 2.39229 2.29491 0.0912 -0.0439 0.0414 0.15
H -0.09181 -1.54884 -2.75687 0.0037 -0.0301 0.0094 0.08
C 0.66495 5.49149 1.33502 0.1266 0.1122 0.0045 -0.29
C -1.95017 0.53081 2.74181 0.0688 -0.0133 -0.0660 -0.32
N -3.68189 -1.99878 1.30089 0.1337 -0.0998 -0.2304 0.22
H -2.49407 -2.55257 4.37855 -0.0091 0.0172 0.0094 0.14
N 4.12799 1.18645 0.45477 0.1150 0.0306 0.0025 0.20
H -1.30252 -0.02798 4.69361 0.0070 0.0121 -0.0077 0.14
Te -1.03551 3.54190 -0.45921 -0.1514 -0.0282 -0.1318 0.87
H 5.22053 -2.93826 -1.84946 0.0012 0.0052 0.0053 0.13
H -0.79696 8.39933 2.16640 -0.0073 0.0033 -0.0051 0.07
C -0.13877 -4.29023 -4.73497 -0.0080 -0.0217 0.0036 -0.08
C -3.41994 -1.58808 2.74248 0.0341 -0.0316 0.0492 -0.23
H -2.93748 -2.61877 0.87509 -0.0669 0.0423 0.0578 0.10
C -3.34166 -0.06721 2.91574 -0.0629 0.0107 -0.0042 -0.08
C -0.85265 -1.66737 3.40295 0.0180 0.0096 -0.0357 -0.30
H -2.14397 -3.34305 2.87685 -0.0067 0.0064 0.0113 0.13
H 5.11151 -0.58587 -0.98676 -0.0037 0.0028 0.0184 0.13
N -0.80819 0.91369 -2.52469 0.1511 0.0082 0.0265 -0.08
H -4.05937 0.42836 2.25534 -0.0057 -0.0043 0.0139 0.14
N 5.17285 3.00848 1.37156 0.0389 -0.0030 -0.0134 0.22
C 0.89030 2.10856 -3.97765 -0.0274 0.0048 -0.0067 0.00
H 1.20920 -3.46937 -0.46598 0.0136 -0.0051 -0.0045 0.12
C -0.80192 -5.16311 -3.88047 -0.0005 0.0056 -0.0113 -0.03
S -1.59944 6.52402 0.82193 -0.0296 0.0065 0.0439 0.93
C 3.10784 -0.81748 -0.30608 0.1133 0.0416 0.1210 -0.20
H 0.98448 -1.95159 2.56967 0.0040 -0.0049 -0.0275 0.11
O -0.87446 -1.80999 -0.49229 0.4824 0.0563 0.3001 -0.24
C -0.96466 -0.17524 3.66455 0.0219 0.0586 0.0508 -0.11
N 2.98263 2.67134 1.92424 -0.0125 -0.0909 -0.0773 0.20
C 4.07126 2.28919 1.25429 -0.1187 -0.0254 0.0566 -0.39
C 3.02902 0.50596 0.37254 -0.0274 0.0105 0.1470 -0.28
C -0.27336 -2.56683 -3.06380 -0.0096 -0.0246 -0.0080 -0.08
H 1.47263 7.15526 2.56385 0.0009 0.0054 -0.0018 0.10
H 0.87147 3.27306 2.78138 -0.0300 -0.0184 -0.0373 0.11
C -0.49505 5.22448 0.66173 0.0825 -0.0528 0.0486 -1.06
C -1.20004 -4.75107 -2.61777 -0.0213 -0.0079 -0.0068 0.01
N 1.83335 0.83407 0.93345 -0.0513 -0.0291 0.0059 0.07
N -2.53368 1.24844 -3.68197 -0.0059 0.0100 -0.0034 0.04
Br 1.01987 -1.77370 -5.44369 -0.0006 0.0037 -0.0063 0.80
C -1.31490 -2.99073 -0.85816 -0.0963 0.0315 -0.0544 -0.53
H 6.00680 2.73671 0.87917 -0.0020 0.0071 0.0003 0.13
H -3.78375 -1.20334 0.65886 0.0003 -0.0108 -0.0066 0.05
H -3.48624 1.29461 -4.00939 0.0197 0.0010 -0.0106 0.16
```
Positions in Å, forces in eV/Å.

- Kohn-Sham gap (spin up / spin down) (eV) = 4.7651 / 4.8069
- electronic energy (a.u.) = -6439.0945
- energy above the lowest of the compared OMol25 structures with the same formula, charge and spin (kJ/mol) = 121.6
- spin multiplicity = 2
- charge = +2
- max |F| (eV/Å) = 0.9